(1)
46
Properties=species:S:1:pos:R:3:forces:R:3:mulliken_spin:R:1 method="wB97M-V/def2-TZVPD" orbital_gap_ev="5.57 / 5.78" lumo_ev="4.64 / 4.05" spin_multiplicity=3 energy_ev=-87498.7387 charge=-2 homo_energy_ev="-0.9332 / -1.7303"
Pd 1.61490 0.32402 0.81612 0.39 -0.68 -0.69 0.55
S 3.15220 -0.87688 -0.85228 -0.54 -0.12 0.21 0.22
S 4.84280 -0.40478 0.02032 0.27 -0.16 0.81 0.18
S 4.55820 -0.84338 2.19692 0.02 0.10 -0.69 0.24
S 2.71850 -1.49488 2.39992 0.09 0.07 -0.29 0.32
F 0.50950 0.53162 4.17932 -0.48 0.49 -0.29 0.01
C -0.07600 1.40492 3.30822 0.98 -0.58 -0.10 0.20
C 0.67670 1.79082 2.20102 -0.32 -0.21 0.90 0.01
N 0.16170 2.77222 1.35732 -0.17 0.18 0.11 0.02
C 0.92500 3.13442 0.17382 0.86 0.26 -0.49 0.02
C 2.45760 3.34292 0.56342 -1.40 0.21 -0.51 0.00
O 2.83020 4.48982 0.78372 0.17 0.80 0.12 0.00
O 3.11700 2.28702 0.60542 0.42 -1.23 0.28 0.01
C -1.08010 3.30562 1.53382 0.12 0.05 0.02 -0.01
O -1.58580 4.12602 0.78472 -0.25 0.18 -0.21 -0.01
N -1.75050 2.87922 2.65902 -0.25 -0.21 0.32 0.04
C -1.35200 1.92872 3.61882 -0.36 0.42 -0.14 0.01
O -2.08010 1.71502 4.58552 0.16 -0.16 -0.02 0.07
H 1.77370 1.77062 2.34032 -0.26 0.22 0.04 0.03
H 0.49230 4.04942 -0.23458 0.13 -0.19 0.14 0.00
H 0.86650 2.31272 -0.57078 -0.09 0.38 0.28 -0.02
H -2.64560 3.32202 2.82572 0.21 -0.14 -0.09 0.00
C -1.01140 0.78522 -4.41208 -0.06 0.10 -0.08 0.02
C -0.05000 -0.17428 -4.14558 0.09 -0.04 -0.19 -0.01
C 0.19690 -0.56838 -2.84368 0.08 -0.04 0.07 0.02
C -0.54520 -0.06368 -1.77788 0.06 -0.28 0.66 0.03
C -1.47340 0.93452 -2.06278 -0.05 0.02 0.12 0.01
C -1.69830 1.36492 -3.35748 -0.10 0.09 -0.17 -0.01
Si -0.32580 -0.66048 0.04942 -0.16 0.19 -0.16 0.00
C -0.61850 -2.56328 0.02512 0.31 0.53 0.00 -0.01
C -0.17240 -3.37618 -1.01258 0.07 0.08 -0.07 0.00
C -0.39200 -4.74068 -1.01838 0.03 -0.16 -0.14 -0.01
C -1.05770 -5.33868 0.03632 0.00 -0.14 0.02 0.01
C -1.47940 -4.55708 1.09982 -0.09 -0.20 0.09 0.00
C -1.26410 -3.19108 1.08682 -0.01 0.15 0.08 0.01
H -1.21150 1.09392 -5.43068 0.02 0.03 -0.04 0.00
H 0.51740 -0.61058 -4.95748 0.07 -0.01 -0.05 0.00
H 0.99920 -1.26548 -2.65108 0.08 -0.06 -0.06 0.01
H -2.02030 1.39252 -1.25098 -0.13 0.05 0.10 0.00
H -2.41400 2.15362 -3.54648 -0.08 0.05 -0.01 0.00
H -1.63240 -0.18398 0.65962 0.26 -0.04 -0.01 0.02
H 0.36180 -2.93678 -1.83668 0.07 0.00 -0.14 0.01
H -0.03160 -5.33798 -1.84848 -0.01 -0.02 0.00 0.00
H -1.23440 -6.40638 0.03282 0.00 -0.07 0.04 0.00
H -1.97120 -5.02318 1.94462 -0.06 0.02 0.04 0.00
H -1.59860 -2.59388 1.92202 -0.09 0.09 0.16 0.00

***

(2)
44
Properties=species:S:1:pos:R:3:forces:R:3:mulliken_spin:R:1 method="wB97M-V/def2-TZVPD" orbital_gap_ev="5.64 / 4.73" lumo_ev="-14.97 / -15.87" spin_multiplicity=2 energy_ev=-45952.7713 charge=+4 homo_energy_ev="-20.6150 / -20.6032"
Ir -0.18628 0.41853 -0.44850 -1.26 -0.42 -0.12 -0.02
N -3.00335 -1.18889 -1.40633 -0.37 0.89 0.56 0.01
C -1.90333 -1.69030 -1.91093 0.45 -2.61 -1.84 0.00
N -1.97801 -2.76635 -2.68738 -3.00 -0.07 0.36 0.00
C -0.98401 -3.42944 -3.27684 -0.40 3.14 2.22 0.00
N -1.12080 -4.48784 -4.00489 0.17 -0.24 -0.23 0.02
N 0.20905 -2.83451 -3.00895 3.53 0.30 -0.20 0.03
C 0.35449 -1.78303 -2.25940 -0.55 -2.81 -1.77 0.00
N -0.67053 -1.13347 -1.65307 0.06 1.94 1.34 0.04
C 1.66117 -1.21254 -1.99681 -0.45 0.19 0.01 -0.01
C 2.83077 -1.64017 -2.54357 0.78 0.12 -0.05 0.00
C 4.00154 -0.92593 -2.23785 -0.41 -0.24 -0.11 -0.02
C 3.91084 0.17942 -1.41227 -0.06 0.37 0.38 0.00
C 2.68376 0.55273 -0.88314 0.45 0.05 -0.01 -0.02
N 1.56796 -0.13922 -1.15999 0.69 -0.16 -0.27 0.00
H -3.90452 -1.60061 -1.61602 0.13 -0.15 -0.06 0.00
H -2.97188 -0.36033 -0.83437 -0.19 -0.14 -0.04 0.00
H -2.03680 -4.88571 -4.18116 -0.01 0.08 0.07 0.00
H -0.31417 -4.92800 -4.43296 -0.02 0.04 0.05 0.00
H 2.85233 -2.49379 -3.20830 -0.15 -0.02 0.04 0.00
H 4.95137 -1.23072 -2.65329 0.09 -0.01 -0.04 0.00
H 4.78617 0.76399 -1.16161 0.00 0.01 0.00 0.00
H 2.57915 1.40642 -0.22737 0.04 0.09 0.00 0.00
N -1.15107 2.57716 2.98085 0.23 -0.32 0.28 -0.03
C -0.40590 1.63797 3.72328 -0.30 0.28 -0.88 0.06
C -0.13845 1.54256 5.04116 0.13 -0.09 0.42 0.10
C 0.66868 0.43708 5.39829 0.25 -0.40 -0.08 0.26
C 1.18066 -0.52190 4.42670 -0.05 0.27 0.89 0.16
C 0.89976 -0.40187 3.11435 -0.25 0.26 -0.55 -0.03
C 0.08539 0.70284 2.74596 0.22 -0.28 0.12 0.26
N -0.35462 1.09447 1.52192 0.08 0.03 -0.53 0.05
C -1.10142 2.22194 1.71440 -0.21 0.18 -0.07 0.04
C -1.69780 2.80858 0.55231 0.39 -0.46 0.37 0.04
C -2.44209 3.91686 0.36844 -0.20 0.47 -0.07 0.04
S -2.77368 4.11028 -1.28635 -0.27 0.31 -0.29 0.02
C -1.91904 2.70694 -1.65771 -0.03 -0.10 -0.34 0.01
N -1.40919 2.10004 -0.60897 0.50 -0.42 0.27 -0.02
H -1.64137 3.37977 3.36009 -0.02 0.03 0.07 0.00
H -0.49982 2.24548 5.78258 0.03 -0.04 0.03 0.00
H 0.91935 0.29695 6.44411 0.03 -0.04 0.00 0.00
H 1.79631 -1.33684 4.78545 -0.01 0.02 0.08 0.01
H 1.27145 -1.10072 2.37723 -0.02 -0.01 0.00 0.00
H -2.79038 4.63916 1.09692 -0.02 -0.04 -0.05 0.00
H -1.81171 2.35299 -2.67600 0.03 -0.03 0.03 0.00

***

(3)
38
Properties=species:S:1:pos:R:3:forces:R:3:nbo_charge:R:1 method="wB97M-V/def2-TZVPD" orbital_gap_ev=8.13 de_lowest_kcal_mol=17.7 lumo_ev=0.00 spin_multiplicity=1 energy_ev=-27473.8383 homo_energy_ev=-8.1212
C 6.57882 1.20384 1.66241 1.03 -0.78 0.48 -0.66
C 5.21474 0.76138 1.29891 -1.07 0.92 -0.30 0.29
C 4.01616 1.37874 1.52768 0.71 -1.52 -0.03 -0.31
C 2.98475 0.47944 1.02685 1.81 -0.34 -0.33 -0.12
C 1.56135 0.74907 1.00143 -0.27 0.21 0.05 0.23
C 0.98195 1.79156 1.77722 -0.56 0.56 -0.13 -0.30
C -0.37639 2.05956 1.61785 -0.87 0.02 1.08 -0.09
C -1.14385 1.21997 0.78571 0.60 -0.12 -0.77 -0.25
C -2.56470 1.03697 0.42153 -0.29 0.76 1.37 0.65
O -3.44089 1.70528 0.93861 -0.69 -0.46 -0.93 -0.60
N -2.67354 -0.05509 -0.48669 1.31 1.25 1.74 -0.28
C -3.80437 -0.53868 -1.18029 0.39 -1.14 -0.84 0.24
C -5.09872 -0.05672 -0.97549 0.76 0.24 0.27 -0.27
C -6.16455 -0.56981 -1.67214 -1.16 -0.47 -0.32 -0.17
C -6.01839 -1.56572 -2.62693 0.96 -0.12 -0.08 -0.24
C -4.72955 -2.06303 -2.84209 0.01 0.10 0.09 -0.19
C -3.63936 -1.58878 -2.11464 -0.56 0.81 0.27 -0.28
N -1.33537 -0.52599 -0.64764 0.08 0.97 -1.02 -0.42
C -0.44751 0.25135 0.09442 -0.56 -0.90 0.08 0.39
N 0.85043 -0.01609 0.16991 -0.56 0.00 -0.11 -0.47
C 3.67283 -0.59346 0.46966 -0.64 0.62 -0.13 0.35
C 3.25613 -1.86824 -0.21865 -0.89 0.83 0.01 -0.67
O 5.03443 -0.41050 0.58595 -0.87 0.56 0.94 -0.42
H 6.99883 0.57295 2.48356 -0.30 0.33 -0.55 0.22
H 6.63743 2.23530 2.01943 -0.43 -0.14 -0.15 0.23
H 7.27596 1.11152 0.82573 -0.10 -0.01 -0.03 0.23
H 3.92520 2.29253 2.08608 -0.19 0.12 -0.07 0.22
H 1.52602 2.44577 2.49246 -0.11 -0.87 -0.78 0.23
H -0.85912 2.82335 2.28503 0.43 -0.73 -1.00 0.24
H -5.25441 0.73918 -0.29124 -0.07 0.47 0.58 0.25
H -7.18354 -0.23462 -1.44579 0.52 0.18 -0.08 0.22
H -6.84397 -1.92967 -3.22463 -0.05 0.01 0.18 0.22
H -4.54586 -2.82351 -3.59719 -0.10 0.08 0.14 0.21
H -2.66093 -1.96488 -2.32885 0.37 -0.20 -0.08 0.21
H -1.14171 -1.48705 -0.78884 -0.24 -0.83 0.02 0.40
H 2.15437 -2.02010 -0.22231 0.87 0.52 0.06 0.25
H 3.59528 -1.87266 -1.26293 0.10 -0.17 0.33 0.23
H 3.66205 -2.67314 0.35591 0.58 -0.76 0.03 0.22

***

(4)
41
Properties=species:S:1:pos:R:3:forces:R:3:mulliken_spin:R:1 method="wB97M-V/def2-TZVPD" orbital_gap_ev="7.98 / 5.59" de_lowest_kcal_mol=0.0 lumo_ev="-6.90 / -9.36" spin_multiplicity=5 energy_ev=-42808.8489 charge=+2 homo_energy_ev="-14.8851 / -14.9544"
Os -0.88028 -0.10896 0.22906 -0.11 0.02 -0.22 3.44
S 1.18678 -3.97961 -0.43803 0.07 -0.13 -0.03 0.06
C 2.46452 -2.80808 -0.27404 -0.09 -0.09 0.00 0.00
C 3.83481 -3.02729 -0.32684 0.03 -0.09 0.00 0.00
C 4.65748 -1.92924 -0.18297 0.03 0.03 0.01 0.01
C 4.12631 -0.64708 0.00121 0.04 0.00 0.00 0.00
C 2.76406 -0.43082 0.05370 0.01 0.16 0.03 0.05
C 1.93376 -1.53326 -0.08056 -0.19 -0.10 -0.01 -0.05
N 0.52776 -1.54854 -0.06716 0.13 0.06 0.01 0.04
C 0.02743 -2.77820 -0.25103 0.07 0.06 0.02 0.02
C -1.42057 -2.90112 -0.25795 -0.03 0.10 0.03 0.03
C -2.13792 -4.06512 -0.41841 -0.02 -0.11 -0.03 -0.01
C -3.53280 -4.00303 -0.43171 -0.03 -0.02 0.00 0.13
C -4.20170 -2.78952 -0.29160 0.02 -0.01 -0.01 -0.03
C -3.49295 -1.60916 -0.12987 0.09 -0.07 -0.03 0.14
C -2.09307 -1.66059 -0.08415 0.00 0.26 0.10 -0.05
H 4.24206 -4.01853 -0.47498 -0.01 0.02 0.00 0.00
H 5.72945 -2.06603 -0.22015 -0.01 0.03 0.00 0.00
H 4.79478 0.19766 0.09568 0.01 -0.02 0.00 0.00
H 2.37047 0.57259 0.16218 0.01 -0.02 0.00 -0.01
H -1.63290 -5.01636 -0.53808 -0.04 0.00 -0.01 0.00
H -4.10331 -4.91309 -0.56280 0.02 0.01 0.00 0.00
H -5.28291 -2.76490 -0.31334 0.01 -0.02 0.00 0.00
H -4.01357 -0.66588 -0.03063 0.02 0.01 0.01 0.00
O -0.55799 -0.09128 2.55587 0.00 0.10 -0.04 0.07
H -0.77475 0.70256 3.06451 0.01 0.02 0.04 0.00
H -0.78148 -0.84648 3.11653 0.00 -0.06 0.01 -0.01
C 1.22165 5.26995 -0.56456 0.00 0.00 -0.02 0.00
N 0.18788 4.23710 -0.36878 -0.07 0.05 -0.12 0.01
C -1.11133 4.54406 -0.27291 0.08 0.08 -0.01 0.02
C -2.09584 3.60751 -0.06574 -0.19 0.08 0.03 0.02
C -1.64378 2.30867 0.02764 0.08 -0.13 -0.02 -0.03
O -2.36726 1.22505 0.28416 0.18 -0.01 -0.04 0.02
N -0.34882 1.96762 -0.11591 -0.11 -0.13 0.21 0.08
C 0.65010 2.90683 -0.30135 0.02 -0.03 0.15 -0.01
O 1.82141 2.64516 -0.36671 0.00 -0.03 -0.07 0.02
H 0.74513 6.24496 -0.54924 -0.02 -0.01 0.00 0.00
H 1.72309 5.11097 -1.51525 -0.03 -0.03 -0.03 0.00
H 1.95858 5.19964 0.22983 -0.02 -0.02 0.05 0.00
H -1.35642 5.59535 -0.35759 0.04 0.00 0.01 0.00
H -3.13787 3.86650 0.03194 0.03 0.03 -0.01 0.00